Here is a structure of composition C8H18N2Si in a non-equilibrium geometry from OMol25. Energies are from ωB97M-V/def2-TZVPD.

Each line ends with the Löwdin charge.
Element x y z (Å)
C1 1.4350 1.4258 1.0647  -0.115
C2 0.2492 0.7483 1.3715  -0.275
C3 -2.4025 -1.1390 -0.8260  -0.124
C4 -2.9909 0.4903 1.0613  -0.070
C5 -1.6884 1.3910 -0.8957  -0.084
C6 3.4030 1.2049 -0.3501  -0.111
C7 2.6531 -2.1205 0.3394  -0.156
C8 -2.1258 0.1696 -0.1829  -0.389
N1 2.1876 0.6289 0.2411  -0.243
N2 -0.0705 -0.4672 0.8025  -0.069
Si1 1.2882 -0.8448 -0.1921  0.553
H1 1.7860 2.3404 1.2776  0.069
H2 -0.6172 1.1027 1.9143  0.079
H3 -2.4318 -2.0936 -0.1401  0.112
H4 -3.4335 -1.0865 -1.4051  0.120
H5 -1.6720 -1.4710 -1.5203  0.023
H6 -3.9595 0.8357 0.7865  0.071
H7 -2.6707 1.2458 1.6542  0.018
H8 -2.9962 -0.4267 1.7138  0.102
H9 -0.7395 1.8449 -0.5651  0.064
H10 -1.4051 0.9801 -1.9568  0.118
H11 -2.3463 2.2008 -0.8703  0.055
H12 4.3051 0.5128 -0.0319  0.100
H13 3.4968 1.2434 -1.4434  0.071
H14 3.7566 2.1507 0.0685  0.071
H15 2.2478 -2.8988 1.0148  0.037
H16 2.9494 -2.5001 -0.6135  -0.001
H17 3.4002 -1.5575 0.7758  -0.022
H18 0.8860 -0.7292 -1.6540  -0.004

Forces on atoms 1 to 2 (eV/Å):
C -2.39 -4.71 -1.39
C -1.06 -0.17 0.15

For the largest force on an atom, the calculation gives 5.46 eV/Å. The calculation puts the HOMO energy (alpha / beta) at -6.100 / -6.603 eV. The value obtained for the energy relative to the best compared isomer or geometry (same formula, charge and spin) is 2.924 eV. The value obtained for the LUMO energy (alpha / beta) is -0.06 / 0.87 eV. The value obtained for the gap between HOMO and LUMO (alpha / beta) is 6.0 / 7.5 eV. As for the calculated total energy: -714.48700 hartree.

---

Here is a cluster of 2 separate species, C4H10N4 in total in a non-equilibrium geometry from OMol25. Energies are from ωB97M-V/def2-TZVPD.

Each line ends with the Löwdin charge.
Element x y z (Å)
C1 0.5928 2.0061 2.4493  -0.137
N1 0.3403 0.6826 2.0054  0.018
N2 -0.8509 -1.1907 -0.8111  -0.122
C2 0.9367 -0.2057 1.4096  -0.342
N3 0.1548 -2.1763 -0.9434  -0.042
C3 -0.6044 0.1195 -1.3220  -0.225
C4 -1.4025 0.7251 -2.2034  -0.002
N4 1.8170 -0.9705 1.0463  0.140
H1 -1.7217 -1.5613 -1.1989  0.114
H2 -0.1221 -3.0172 -0.4445  0.093
H3 0.4588 -2.4130 -1.8876  0.089
H4 1.6348 -1.6887 0.3562  0.017
H5 0.3963 0.4747 -1.1279  0.094
H6 1.6108 2.2246 2.7871  0.080
H7 0.3235 2.7529 1.6933  0.072
H8 -0.0487 2.2425 3.3003  0.067
H9 -1.1949 1.7175 -2.5581  0.041
H10 -2.3206 0.2777 -2.5506  0.045

Forces on atoms 1 to 2 (eV/Å):
C -0.47 1.16 0.05
N 0.28 -2.32 -0.85

For the largest force on an atom, the calculation gives 3.50 eV/Å. The calculation puts the HOMO energy at -8.542 eV. The value obtained for the energy relative to the best compared isomer or geometry (same formula, charge and spin) is 3.413 eV. The value obtained for the LUMO energy is 0.93 eV. The value obtained for the gap between HOMO and LUMO is 9.5 eV. As for the calculated total energy: -377.32139 hartree. The structure (SMILES) is CN=C=N.C=CNN.

---

Here is a structure of composition C21H20BCl2N10S2V from OMol25. Energies are from ωB97M-V/def2-TZVPD.

Each line ends with the Löwdin charge.
Element x y z (Å)
V1 -1.1534 -0.3302 -0.0764  0.370
N1 -2.9858 3.0562 1.8414  0.094
C1 -2.1670 2.0252 1.5789  -0.814
S1 -2.8673 0.4211 1.4571  0.651
N2 -0.8834 2.2646 1.4732  0.041
N3 -0.2447 1.0884 1.2355  -0.120
C2 0.9386 0.8639 1.6679  -0.172
C3 1.7973 1.8783 2.3176  -0.182
C4 2.1766 1.7546 3.6500  -0.038
C5 2.9852 2.7199 4.2312  -0.078
C6 3.4236 3.8013 3.4807  -0.082
C7 3.0484 3.9226 2.1493  -0.066
C8 2.2313 2.9670 1.5677  -0.013
C9 1.3513 -0.5401 1.5001  -0.178
C10 2.5704 -1.0390 1.9284  0.016
C11 2.7971 -2.4032 1.8577  -0.031
C12 1.7992 -3.2321 1.3747  -0.036
C13 0.6225 -2.6584 0.9287  -0.136
N4 0.4027 -1.3463 0.9785  0.020
H1 -3.9731 2.9025 1.9167  0.087
H2 -2.5975 3.9723 1.9834  0.107
H3 1.8274 0.9108 4.2334  0.121
H4 3.2717 2.6288 5.2707  0.104
H5 4.0583 4.5514 3.9342  0.103
H6 3.3909 4.7644 1.5623  0.107
H7 1.9281 3.0546 0.5318  0.121
H8 3.3184 -0.3601 2.3115  0.121
H9 3.7416 -2.8155 2.1872  0.116
H10 1.9288 -4.3032 1.3243  0.112
H11 -0.1718 -3.2635 0.5151  0.074
Cl1 -2.8495 0.7067 -1.8526  0.753
C14 -4.1889 -0.3820 -1.6143  -0.646
C15 -5.4444 0.0641 -1.9801  -0.106
C16 -6.5315 -0.7780 -1.8247  -0.078
C17 -6.3459 -2.0484 -1.3071  -0.111
C18 -5.0779 -2.4711 -0.9466  -0.678
Cl2 -4.9077 -4.0725 -0.3097  0.671
C19 -3.9501 -1.6517 -1.0849  -0.690
S2 -2.3463 -2.2301 -0.6632  0.596
H12 -5.5594 1.0617 -2.3805  0.107
H13 -7.5205 -0.4442 -2.1057  0.108
H14 -7.1809 -2.7221 -1.1761  0.104
N5 3.7860 -1.7569 -3.3826  0.136
N6 2.5135 -2.1559 -3.0063  -0.285
N7 1.8277 -3.0741 -3.6402  0.125
C20 0.7111 -3.0952 -2.9157  -0.196
N8 0.7460 -2.2142 -1.9114  0.002
N9 1.9239 -1.6325 -1.9778  0.078
H15 3.8483 -1.9176 -4.3820  0.098
H16 3.8138 -0.7510 -3.2172  0.065
H17 -0.1326 -3.7241 -3.1384  0.103
B1 2.1148 1.5052 -2.9988  -0.425
C21 0.9394 1.0650 -2.0608  -0.187
N10 0.0886 0.6810 -1.3795  0.023
H18 2.2729 0.6046 -3.8032  -0.003
H19 1.7899 2.5254 -3.5572  0.006
H20 3.0940 1.6517 -2.2962  0.010

Forces on atoms 1 to 2 (eV/Å):
V 0.21 0.34 0.15
N -0.04 0.00 0.02

For the largest force on an atom, the calculation gives 0.43 eV/Å. The calculation puts the HOMO energy (alpha / beta) at -8.220 / -8.349 eV. The value obtained for the energy relative to the best compared isomer or geometry (same formula, charge and spin) is 0.219 eV. The spin multiplicity is 3. The value obtained for the LUMO energy (alpha / beta) is -0.66 / -0.93 eV. The value obtained for the gap between HOMO and LUMO (alpha / beta) is 7.6 / 7.4 eV. As for the calculated total energy: -4045.45284 hartree.

---

Here is a structure of composition CHAg2Cl3F3 in a non-equilibrium geometry from OMol25. Energies are from ωB97M-V/def2-TZVPD.

Each line ends with the Löwdin charge.
Element x y z (Å)
Ag1 0.2125 3.2394 -0.5849  0.949
Ag2 -0.7711 0.9808 1.7392  0.882
F1 1.3629 1.6727 0.7292  -0.277
F2 -0.7097 3.3729 1.6199  -0.299
F3 -1.1660 1.3725 -0.5594  -0.369
C1 0.1849 -2.0377 -0.6608  -1.609
Cl1 1.4722 -2.9224 -1.4942  0.576
Cl2 0.6730 -1.5427 0.9043  0.561
Cl3 -1.2458 -2.9964 -0.4481  0.579
H1 -0.0128 -1.1391 -1.2452  0.009

Forces on atoms 1 to 2 (eV/Å):
Ag -0.21 -0.96 0.82
Ag 0.35 0.61 -0.98

For the largest force on an atom, the calculation gives 2.30 eV/Å. The calculation puts the HOMO energy (alpha / beta) at -14.173 / -14.167 eV. The value obtained for the energy relative to the best compared isomer or geometry (same formula, charge and spin) is 0.305 eV. The spin multiplicity is 3. The value obtained for the LUMO energy (alpha / beta) is -5.72 / -9.75 eV. The value obtained for the gap between HOMO and LUMO (alpha / beta) is 8.5 / 4.4 eV. As for the total charge: +1. As for the calculated total energy: -2012.28640 hartree.

---

Here is a cluster of 10 separate species, C5H29NO10 in total in a non-equilibrium geometry from OMol25. Energies are from ωB97M-V/def2-TZVPD.

Each line ends with the Löwdin charge.
Element x y z (Å)
C1 -1.0664 2.4783 1.3755  -0.235
C2 -1.2629 3.3753 0.1566  -0.107
C3 -0.7821 1.0132 1.0288  -0.225
N1 0.3414 0.9137 0.0879  -0.063
C4 0.7738 -0.4178 -0.3238  -0.170
C5 2.1721 -0.2398 -0.8808  -0.221
O1 3.1569 -0.4869 -0.2247  0.049
H1 -1.9756 2.4329 1.9795  0.108
H2 -0.2641 2.8817 1.9930  0.095
H3 -1.7816 4.2635 0.5135  0.069
H4 -1.8847 2.9950 -0.6498  0.052
H5 -0.2963 3.7033 -0.2225  0.072
H6 -1.6617 0.5656 0.5537  0.121
H7 -0.5174 0.4663 1.9326  0.101
H8 0.1414 1.4586 -0.7389  0.088
H9 0.1216 -0.8673 -1.0856  0.099
H10 0.7591 -1.1342 0.4888  0.092
H11 2.2911 0.3511 -1.7996  0.103
H12 -2.1705 -2.7165 0.3139  0.009
H13 -2.2657 -3.9644 -0.5191  0.058
O2 -2.7516 -3.1531 -0.3337  -0.060
H14 -2.5451 0.5064 -2.6110  0.001
H15 -2.8701 2.0323 -2.7415  0.033
O3 -2.1505 1.4065 -2.6338  -0.083
H16 1.5747 1.5613 1.6931  0.018
H17 2.9300 2.3236 1.6904  0.069
O4 2.2768 1.9149 2.2650  -0.049
H18 0.9509 1.1107 -4.5318  0.074
H19 0.5723 1.0599 -3.0899  0.039
O5 1.0906 0.5687 -3.7441  -0.051
H20 1.3291 0.8668 4.6837  0.057
H21 2.4670 0.8839 3.6310  0.017
O6 2.1550 0.4320 4.4518  -0.072
H22 -3.0149 -1.8528 -1.6655  0.016
H23 -1.8667 -1.4905 -2.6374  -0.010
O7 -2.8029 -1.2948 -2.4430  -0.094
H24 1.9756 -1.5714 2.2458  0.052
H25 1.6445 -0.9694 3.6433  0.027
O8 1.2367 -1.3792 2.8346  -0.086
H26 -1.9035 -2.3363 2.5671  0.051
H27 -0.3220 -2.1343 2.3339  0.000
O9 -1.1630 -2.4900 1.9765  -0.071
H28 -0.1682 -2.5857 -3.8610  0.063
H29 0.1093 -1.0161 -3.6829  0.020
O10 -0.2179 -1.8342 -3.2674  -0.058

Forces on atoms 1 to 2 (eV/Å):
C -0.32 -0.91 -0.35
C -0.17 0.66 0.62

For the largest force on an atom, the calculation gives 1.49 eV/Å. The calculation puts the HOMO energy at -9.162 eV. The value obtained for the energy relative to the best compared isomer or geometry (same formula, charge and spin) is 2.167 eV. The value obtained for the LUMO energy is 0.28 eV. The value obtained for the gap between HOMO and LUMO is 9.4 eV. As for the calculated total energy: -1015.07034 hartree. The structure (SMILES) is CCCNCC=O.O.O.O.O.O.O.O.O.O.

---

Here is a structure of composition C12H15B2F17O6Sn2 in a non-equilibrium geometry from OMol25. Energies are from ωB97M-V/def2-TZVPD.

Each line ends with the Löwdin charge.
Element x y z (Å)
Sn1 2.3684 0.0907 -2.5823  1.918
Sn2 2.4308 2.7859 2.1824  1.272
B1 3.3615 3.2612 -1.1848  -1.487
F1 2.0459 3.3658 -0.7154  0.046
F2 3.9882 4.4001 -0.8710  0.206
F3 3.9436 2.1668 -0.4897  0.017
F4 3.3844 2.9440 -2.5205  0.101
B2 0.7747 -0.1467 0.6605  -1.472
F5 0.0476 -0.4781 -0.4567  0.126
F6 0.8263 -1.1960 1.5714  0.143
F7 2.0649 0.1939 0.3580  0.053
F8 0.2359 1.0051 1.2283  0.071
C1 -1.4100 4.0550 6.4236  -0.035
C2 -0.5986 2.7613 6.5695  -0.275
O1 -1.1713 1.7420 5.9421  0.070
C3 -0.8476 1.4447 4.7093  -0.315
O2 0.1355 1.8915 4.1180  0.023
C4 -1.8388 0.4564 3.9784  -0.438
F9 -2.8605 1.0870 3.3336  0.154
F10 -1.1890 -0.2547 3.0063  0.132
F11 -2.2948 -0.4221 4.9077  0.154
H1 -0.9022 4.9490 6.7853  0.083
H2 -2.3348 3.9555 6.9919  0.082
H3 -1.6809 4.2990 5.3964  0.080
H4 -0.5843 2.5023 7.6282  0.135
H5 0.4683 2.9430 6.4391  0.127
C5 -0.4704 -4.6726 -0.2936  -0.043
C6 0.5760 -3.6720 0.2340  -0.228
O3 1.9356 -4.0482 0.0971  0.017
C7 2.6569 -4.1236 -1.0982  -0.252
O4 2.3365 -3.3222 -1.9742  0.047
C8 3.9450 -5.0245 -1.0127  -0.496
F12 3.8645 -5.9191 0.0021  0.154
F13 4.1949 -5.6976 -2.1620  0.168
F14 4.9450 -4.2510 -0.5913  0.175
H6 -1.5173 -4.3709 -0.2609  0.089
H7 -0.2499 -5.6069 0.2227  0.083
H8 -0.2545 -4.7427 -1.3597  0.070
H9 0.3414 -3.3801 1.2577  0.129
H10 0.3308 -2.8338 -0.4182  0.090
C9 -2.7691 0.0621 -6.7401  -0.061
C10 -1.6531 -0.0217 -5.6735  -0.145
O5 -1.9537 1.1006 -4.7362  0.025
C11 -1.6309 1.1438 -3.4223  -0.327
O6 -0.7615 0.5406 -2.8247  0.052
C12 -2.5125 2.1648 -2.6949  -0.656
F15 -3.3594 1.5861 -1.9654  0.266
F16 -1.7151 2.8583 -1.9316  0.205
F17 -3.1732 3.0397 -3.4706  0.177
H11 -3.8194 -0.1124 -6.5065  0.085
H12 -2.4730 -0.6498 -7.5106  0.082
H13 -2.7925 1.0579 -7.1827  0.082
H14 -0.6892 0.1079 -6.1655  0.117
H15 -1.6951 -1.0156 -5.2281  0.123

Forces on atoms 1 to 2 (eV/Å):
Sn -0.98 0.85 2.22
Sn -0.77 -0.51 -0.53

For the largest force on an atom, the calculation gives 5.57 eV/Å. The calculation puts the HOMO energy (alpha / beta) at -10.061 / -13.301 eV. The spin multiplicity is 2. The value obtained for the LUMO energy (alpha / beta) is -7.15 / -7.10 eV. The value obtained for the gap between HOMO and LUMO (alpha / beta) is 2.9 / 6.2 eV. As for the total charge: +1. As for the calculated total energy: -3093.76668 hartree.